C17H13F5IrN3Se3 as an isolated structure. Source: the Open Molecules 2025 dataset; level of theory: ωB97M-V/def2-TZVPD.

Each line ends with the Löwdin charge.
Positions of all 42 atoms, in Å:
F  -4.27  4.18  1.26  0.111
C  -1.96  3.31  0.71  -0.420
H  0.57  -0.23  4.32  0.113
Ir  0.05  -0.59  -1.02  0.988
C  4.64  -1.01  -1.29  -0.085
H  -3.15  -1.78  2.84  0.124
N  -0.39  -0.85  1.17  -0.133
H  -0.61  -3.20  -1.44  0.077
C  -1.37  -0.99  3.77  -0.021
H  -2.21  -1.60  0.57  0.106
F  -5.09  1.45  0.60  0.193
Se  -0.05  1.85  -0.85  0.852
C  -0.09  -0.53  3.52  -0.079
C  -1.62  -1.32  1.43  -0.139
Se  3.00  -1.78  0.91  0.711
N  0.22  -2.75  -1.06  -0.029
H  1.83  0.77  -3.10  0.094
H  0.38  -3.11  -0.13  0.042
F  -2.92  0.22  -0.92  0.047
H  5.41  -1.49  -0.71  0.109
H  -0.25  -1.43  -3.47  0.014
H  4.10  0.85  -4.06  0.122
C  4.93  -0.37  -2.48  -0.021
Se  2.15  0.15  1.90  0.734
H  5.94  -0.37  -2.87  0.126
C  -1.69  2.19  -0.13  -0.442
H  -1.74  -1.03  4.78  0.129
C  3.34  -0.99  -0.82  -0.669
H  1.01  -3.06  -1.62  0.072
C  3.92  0.30  -3.15  -0.019
H  -0.95  0.23  -3.29  0.005
F  -1.29  4.46  0.45  0.074
N  2.34  -0.41  -1.49  -0.095
C  -0.40  -0.57  -2.80  -0.222
C  -3.89  1.93  0.45  -0.085
C  -2.31  2.98  2.16  -0.020
C  -2.15  -1.41  2.70  -0.023
C  -2.88  1.38  -0.24  -0.232
C  0.36  -0.48  2.21  -0.674
F  -2.14  1.69  2.62  -0.024
C  2.64  0.26  -2.61  -0.133
C  -3.40  3.15  1.18  -0.279

Results
**E_HOMO (alpha / beta)**: -10.08 / -9.70 eV
**ΔE to the lowest compared entry with this formula, charge and spin**: 2.395 eV
**Net charge**: +1
**M**: 783.4 u
**Lowest unoccupied orbital energy (alpha / beta)**: -0.15313 / -0.16740 Ha
**Spin multiplicity**: 2
**⟨S²⟩**: 0.816
**Gap between HOMO and LUMO (alpha / beta)**: 0.2175 / 0.1890 hartree

C23H19AuINOS2Sb as an isolated structure. Source: the Open Molecules 2025 dataset; level of theory: ωB97M-V/def2-TZVPD.

Each line ends with the Löwdin charge.
Positions of all 49 atoms, in Å:
C  1.50  0.27  3.88  -0.104
H  1.74  4.87  -0.04  0.115
C  0.18  -4.51  -6.15  -0.033
H  -2.83  -4.98  -4.67  0.148
C  2.66  -0.24  1.82  -0.130
C  3.82  -0.49  2.53  -0.066
C  1.50  0.14  2.49  -0.375
C  1.38  3.70  -1.82  -0.057
C  0.92  2.49  -2.34  -0.060
C  -1.92  0.91  3.72  -0.122
S  0.55  -2.23  -2.86  0.699
H  1.70  -3.24  -5.30  0.118
H  0.09  0.56  -1.90  0.017
H  2.67  -0.34  0.74  0.100
H  0.91  3.12  1.50  0.113
H  0.92  2.32  -3.41  0.115
H  0.61  0.59  4.41  0.082
H  4.72  -0.61  4.49  0.113
C  -3.30  3.05  2.58  -0.059
C  -2.36  2.36  1.82  -0.147
H  -1.43  0.05  4.16  0.101
N  -1.30  -3.79  -3.98  -0.184
C  2.66  0.00  4.60  -0.066
H  -3.86  3.87  2.13  0.116
H  -3.03  1.35  5.51  0.115
C  -1.68  1.29  2.41  -0.377
Au  -1.39  -2.15  -1.43  0.257
S  -0.47  -1.89  0.74  0.078
H  -2.16  2.66  0.80  0.082
H  2.66  0.08  5.68  0.113
C  0.45  1.73  -0.12  -0.388
C  0.45  1.50  -1.49  -0.159
I  -2.92  0.04  -1.21  0.319
C  -3.53  2.69  3.90  -0.056
C  1.38  3.92  -0.44  -0.062
C  -1.83  -4.65  -4.90  0.008
H  0.78  -4.80  -7.01  0.124
C  0.69  -3.65  -5.21  -0.066
Sb  -0.19  0.38  1.30  1.276
C  -2.84  1.62  4.48  -0.061
C  -0.07  -3.29  -4.10  -0.613
C  3.82  -0.39  3.92  -0.062
H  -1.56  -5.70  -6.70  0.124
C  -1.11  -5.02  -5.99  -0.028
H  4.73  -0.78  2.01  0.114
O  -2.11  -3.46  -2.94  -0.283
C  0.91  2.94  0.42  -0.116
H  1.74  4.47  -2.49  0.114
H  -4.26  3.24  4.49  0.114

Results
**E_HOMO (alpha / beta)**: -10.94 / -11.54 eV
**ΔE to the lowest compared entry with this formula, charge and spin**: 0.296 eV
**Net charge**: +1
**M**: 835.2 u
**Lowest unoccupied orbital energy (alpha / beta)**: -0.09678 / -0.21814 Ha
**Spin multiplicity**: 3
**⟨S²⟩**: 2.016
**Gap between HOMO and LUMO (alpha / beta)**: 0.3053 / 0.2061 hartree

C18H50AgF2O20 as an isolated structure at a distorted geometry. Source: the Open Molecules 2025 dataset; level of theory: ωB97M-V/def2-TZVPD.

Each line ends with the Löwdin charge.
Positions of all 91 atoms, in Å:
H  -2.27  -1.37  -1.69  0.005
H  3.40  2.10  -0.51  0.068
C  3.08  1.90  -1.52  -0.096
H  -3.73  4.20  4.82  0.080
H  -3.17  1.80  -0.67  0.081
O  -0.01  4.26  -2.46  0.135
H  1.67  -2.39  5.16  0.085
C  0.04  3.62  -3.48  -0.514
H  0.32  -5.25  3.54  0.068
O  1.85  1.17  -1.36  -0.181
O  0.24  -0.74  0.59  -0.121
C  -0.34  1.83  -4.86  0.022
O  -1.41  1.24  -1.73  -0.183
H  -2.32  1.24  2.46  0.051
H  -0.35  0.94  -4.25  0.093
C  1.06  2.40  -5.12  -0.287
O  4.39  -2.87  1.46  0.094
H  -0.21  3.94  -0.70  0.042
O  -1.95  0.64  1.79  -0.168
H  2.98  2.82  -2.13  0.092
H  -1.87  4.19  0.85  0.080
H  2.69  -1.52  -4.52  0.079
H  -1.75  0.36  -1.59  0.015
F  4.14  -0.02  1.16  0.063
C  2.19  2.18  2.44  -0.118
C  5.09  -2.53  0.34  -0.525
C  -2.58  -0.62  1.81  -0.131
H  2.87  -1.60  2.36  0.113
H  -1.92  -1.41  2.22  0.081
O  1.18  3.50  -4.24  0.123
C  -2.66  1.97  -1.61  -0.102
C  -0.44  -4.50  3.39  -0.114
H  -3.35  4.23  3.02  0.069
H  2.07  -2.28  -3.02  0.087
O  6.20  -2.92  0.03  0.147
O  -2.81  2.50  3.93  -0.139
H  -0.92  1.70  -5.80  0.158
H  -3.33  1.67  -2.41  0.080
H  1.24  0.39  2.58  0.075
H  0.08  -3.20  1.84  0.041
H  -3.51  -0.62  2.38  0.090
H  1.90  1.71  -4.98  0.171
C  1.84  -1.35  4.88  -0.096
O  0.92  -0.80  -3.77  -0.167
O  0.08  -3.27  2.84  -0.181
H  -2.12  4.58  4.13  0.073
O  -0.95  2.89  -4.01  0.059
H  -4.10  -2.29  -3.01  0.068
H  -0.80  -4.95  -0.61  0.058
H  2.88  -1.23  4.51  0.075
H  -2.40  3.05  -1.77  0.091
H  1.79  2.73  3.30  0.086
H  -0.63  3.92  2.09  0.091
H  -1.22  -4.93  2.73  0.088
H  1.69  -0.69  5.74  0.077
H  1.73  0.72  -2.20  0.055
H  3.85  1.24  -1.97  0.100
H  0.40  -1.09  -3.02  0.017
O  -0.62  -1.45  -1.42  -0.092
H  -4.52  -0.54  -3.25  0.072
O  -1.66  -5.41  -0.57  -0.131
O  4.41  -1.60  -0.36  0.145
C  -3.76  -1.27  -2.97  -0.104
H  3.19  1.79  2.62  0.074
O  1.31  1.17  1.95  -0.218
Ag  -0.04  1.18  0.13  1.083
H  0.45  -1.73  3.50  0.007
C  -0.82  4.33  1.08  -0.163
F  1.19  2.91  -6.39  0.052
O  -0.06  3.62  0.20  -0.165
H  2.29  2.90  1.63  0.072
C  1.79  -1.91  -4.02  -0.105
O  0.87  -0.94  3.85  -0.165
H  -2.89  -1.24  -3.67  0.093
C  -2.63  -4.38  -0.74  -0.165
H  2.66  -0.50  -0.04  0.142
H  -2.97  -3.93  0.20  0.073
H  -2.59  2.09  4.76  0.074
H  -0.58  5.39  0.97  0.096
O  -0.02  -2.88  0.20  0.019
C  3.13  -2.07  1.42  -0.006
C  3.51  -1.00  0.46  -0.362
H  -2.26  -3.62  -1.40  0.051
H  -3.52  -4.89  -1.14  0.084
H  1.32  -2.63  -4.71  0.087
H  -0.98  -4.30  4.32  0.081
H  2.28  -2.64  1.08  0.119
H  -2.83  -0.88  0.79  0.061
O  -3.19  -1.02  -1.65  -0.186
C  -3.02  3.97  4.02  -0.094
C  -0.16  -1.74  -0.25  -0.732

Results
**E_HOMO (alpha / beta)**: -9.50 / -9.47 eV
**Net charge**: 0
**M**: 732.4 u
**Lowest unoccupied orbital energy (alpha / beta)**: 0.01031 / -0.07456 Ha
**Spin multiplicity**: 2
**⟨S²⟩**: 0.754
**Gap between HOMO and LUMO (alpha / beta)**: 0.3594 / 0.2735 hartree

C4H7NS2 in the gas phase. Source: the Open Molecules 2025 dataset; level of theory: ωB97M-V/def2-TZVPD.

Each line ends with the Löwdin charge.
Positions of all 14 atoms, in Å:
C  -0.17  1.15  0.74  -0.536
H  2.01  -1.56  -1.19  0.143
N  1.53  -0.81  -0.69  -0.078
H  -0.26  -0.26  -1.61  0.103
H  0.12  1.51  1.71  0.054
C  -0.55  -0.27  0.53  -0.292
S  -0.64  2.35  -0.43  0.748
H  -1.64  -0.39  0.41  0.109
C  0.08  -0.85  -0.75  -0.211
C  2.20  0.12  -0.07  -0.758
H  -0.23  -0.85  1.39  0.116
H  -0.10  3.39  0.21  -0.129
S  3.72  0.55  0.14  0.613
H  -0.23  -1.88  -0.89  0.119

Results
**E_HOMO (alpha / beta)**: -7.17 / -7.05 eV
**ΔE to the lowest compared entry with this formula, charge and spin**: 2.658 eV
**Net charge**: 0
**M**: 133.2 u
**Lowest unoccupied orbital energy (alpha / beta)**: 0.01715 / -0.00191 Ha
**Gap between HOMO and LUMO (alpha / beta)**: 0.2807 / 0.2574 hartree

C5H11NO in the gas phase at a distorted geometry. Source: the Open Molecules 2025 dataset; level of theory: ωB97M-V/def2-TZVPD.

Each line ends with the Löwdin charge.
Positions of all 18 atoms, in Å:
H  -2.53  1.28  -1.85  0.071
C  -0.76  -0.38  -0.29  -0.198
H  0.57  1.22  -0.58  0.146
H  -2.44  0.09  0.96  0.097
H  1.01  -1.95  1.28  0.072
H  -1.49  1.47  0.34  0.102
H  -0.75  -1.24  0.39  0.103
C  -1.98  0.53  0.08  -0.228
C  1.82  -1.57  0.65  -0.010
H  -3.45  -0.27  -1.28  0.074
H  -0.88  -0.77  -1.30  0.114
H  -3.76  1.36  -0.71  0.069
C  -2.98  0.68  -1.07  -0.111
H  2.75  -1.74  1.18  0.083
H  1.72  -2.18  -0.25  0.089
C  1.68  -0.10  0.38  -0.552
N  0.49  0.32  -0.12  0.040
O  2.62  0.67  0.50  0.039

Results
**E_HOMO**: -9.48 eV
**ΔE to the lowest compared entry with this formula, charge and spin**: 0.603 eV
**Net charge**: 0
**M**: 101.1 u
**Lowest unoccupied orbital energy**: 0.03363 Ha
**SMILES**: CCCNC(C)=O
**Gap between HOMO and LUMO**: 0.3820 hartree

C7H6I2O2 in the gas phase at a distorted geometry. Source: the Open Molecules 2025 dataset; level of theory: ωB97M-V/def2-TZVPD.

Each line ends with the Löwdin charge.
Positions of all 17 atoms, in Å:
C  1.20  0.80  0.94  -0.218
H  -0.03  -1.98  0.50  0.145
O  -0.95  1.11  1.92  0.032
C  1.08  0.07  -1.42  -0.218
C  -0.23  -0.19  -1.56  -0.126
C  -0.96  -1.43  0.44  -0.197
I  3.79  -0.29  -0.12  0.871
C  -1.16  -0.49  -0.49  -0.164
H  1.76  0.88  1.86  0.110
O  -1.82  -1.78  1.40  0.051
H  -2.61  -1.22  1.38  0.119
C  -0.15  1.31  1.07  -0.795
H  1.69  0.17  -2.30  0.091
H  -2.14  -0.02  -0.56  0.119
I  -0.56  2.99  -0.32  0.789
H  -0.65  -0.19  -2.56  0.116
C  1.75  0.27  -0.16  -0.726

Results
**E_HOMO**: -8.57 eV
**ΔE to the lowest compared entry with this formula, charge and spin**: 0.000 eV
**Net charge**: 0
**M**: 375.9 u
**Lowest unoccupied orbital energy**: -0.02111 Ha
**SMILES**: O=C(I)\C=C(I)/C=C\C=C\O
**Gap between HOMO and LUMO**: 0.2938 hartree

Q: net charge of number 6 (C7H6I2O2)?
A: 0

Q: Which formula does entry 3 have?
A: C18H50AgF2O20

Q: M of number 6 (C7H6I2O2)?
A: 375.9 u